Formula: C8H6N2O
Source: the OMol25 dataset
Level of theory: the ωB97M-V functional and the def2-TZVPD basis

The HOMO-LUMO gap is 8.24 eV. The LUMO energy comes out at 0.000 eV. For the total energy, the calculation gives -493.1956 Ha. For the relative energy (zero: lowest compared OMol25 entry of this formula, charge and spin), the calculation gives 74.4 kJ/mol. Its SMILES is O=c1ccc2c[nH]ccc-2n1. The HOMO energy comes out at -8.2 eV.

Positions of all 17 atoms, in Å:
O1 -3.0048 -1.9511 1.3048
C1 -2.0675 -1.3921 0.7487
C2 -1.9507 -1.4094 -0.7341
C3 -0.9155 -0.8461 -1.3897
C4 0.0290 -0.0547 -0.6012
C5 1.0373 0.7180 -1.1755
N1 1.8759 1.4232 -0.3994
C6 1.7980 1.3488 0.9721
C7 0.8651 0.5856 1.5939
C8 -0.1147 -0.1086 0.8198
N2 -1.0702 -0.7303 1.4801
H1 -2.7197 -2.0136 -1.2469
H2 -0.7806 -0.9176 -2.4894
H3 1.1188 0.7945 -2.2434
H4 2.5908 2.0131 -0.7754
H5 2.4904 2.0015 1.4562
H6 0.8186 0.5387 2.6794

Force components x, y, z for each atom (eV/Å):
0.564 0.313 -0.399
-0.060 0.178 0.383
0.054 -0.623 -0.593
-0.121 0.431 0.007
0.741 0.161 -1.494
-1.475 -0.985 0.706
-0.096 -0.130 0.545
-0.495 -0.191 -0.138
0.801 0.758 -0.094
-0.829 -0.577 1.038
0.000 -0.064 -0.629
0.519 0.458 0.253
-0.198 0.065 0.850
0.243 0.080 -0.246
0.069 0.068 -0.385
0.337 0.038 0.496
-0.053 0.021 -0.298

natural (NBO) population analysis, charges in e, atoms 1 to 5: atom 1 (O): -0.580, atom 2 (C): 0.588, atom 3 (C): -0.257, atom 4 (C): -0.184, atom 5 (C): -0.171